1.
The following is a DFT calculation (wB97M-V/def2-TZVPD) of a 4-piece molecular cluster, C29H38F5NOSi overall in a non-equilibrium geometry.

Properties
Total charge ... 0
HOMO ... -8.67 eV
LUMO level ... 0.62 eV
SMILES ... CC(C)=N[Si@@H](CCCO)CCCC(F)(F)C(F)(F)F.c1ccccc1.c1ccccc1.c1ccccc1

```
75
Properties=species:S:1:pos:R:3:forces:R:3:lowdin_charge:R:1
C 3.548927 -2.377800 3.738319 -0.29 0.10 -0.23 -0.04
C 3.806744 -1.151332 2.891761 -0.27 0.04 -0.81 -0.47
C 5.250441 -0.699970 2.865007 0.09 0.20 0.22 -0.05
N 2.872836 -0.585347 2.224384 0.14 -0.17 1.85 0.00
Si 2.447053 1.089539 2.321809 0.57 -0.10 -1.17 0.54
C 0.620393 1.282853 2.030661 -0.02 -0.20 -0.14 -0.27
C -0.286759 0.719397 3.143490 0.01 -0.13 -0.43 -0.23
C -1.496597 1.602136 3.485532 0.00 -0.15 0.63 -0.26
O -1.278431 3.002596 3.350297 -0.02 -0.12 -0.16 -0.08
C 2.982316 1.856582 3.951079 -0.17 0.17 0.33 -0.26
C 2.985352 3.401639 3.943097 -0.25 -0.37 -0.11 -0.22
C 4.002414 4.025377 2.971126 0.01 0.21 0.04 -0.09
C 5.077058 4.892464 3.620637 0.08 0.25 -0.37 -0.42
F 5.338715 5.975038 2.817714 -0.06 -0.23 0.33 0.10
F 4.723089 5.386844 4.838410 0.05 -0.19 -0.31 0.11
C 6.432149 4.156851 3.779979 0.09 -0.02 0.18 -0.55
F 7.221037 4.762098 4.666482 -0.03 -0.01 -0.10 0.18
F 7.072628 4.101096 2.608530 -0.11 -0.07 0.10 0.17
F 6.233118 2.892010 4.199847 -0.02 0.14 0.04 0.15
H 2.471895 -2.545590 3.795389 0.16 -0.10 -0.05 0.07
H 4.050969 -3.265956 3.342161 0.01 0.09 0.09 0.08
H 3.926890 -2.181191 4.746500 0.08 -0.11 -0.07 0.08
H 5.409288 0.087033 2.125609 -0.03 -0.12 0.04 0.08
H 5.897989 -1.556323 2.648117 -0.06 0.11 -0.06 0.08
H 5.569351 -0.322676 3.844872 -0.10 -0.08 -0.06 0.08
H 3.154130 1.819187 1.223160 -0.12 0.16 0.04 0.00
H 0.408931 2.333918 1.814201 -0.06 -0.02 0.11 0.07
H 0.423625 0.737456 1.098996 0.02 0.17 0.00 0.07
H 0.297312 0.476611 4.040207 -0.15 0.20 0.03 0.09
H -0.677147 -0.237715 2.781901 0.03 0.00 0.26 0.10
H -2.361088 1.338119 2.872127 0.20 0.27 -0.17 0.12
H -1.790024 1.398541 4.524908 -0.06 -0.10 -0.12 0.11
H -0.561901 3.247441 3.943088 -0.01 0.05 0.06 0.08
H 2.253434 1.541661 4.710684 0.12 -0.07 -0.02 0.07
H 3.953517 1.496943 4.304265 -0.02 -0.06 -0.16 0.06
H 1.982166 3.745280 3.664613 0.13 0.06 0.02 0.10
H 3.145980 3.752790 4.962579 0.06 0.09 -0.09 0.11
H 4.509840 3.254797 2.384623 -0.05 0.07 0.08 0.10
H 3.504889 4.666326 2.238770 0.04 -0.01 0.15 0.13
C -1.516946 -3.968556 1.505731 -0.03 0.01 -0.02 -0.10
C -0.856839 -2.937709 0.851619 0.08 0.02 0.02 -0.10
C -1.536767 -2.148971 -0.067144 0.01 0.00 0.01 -0.10
C -2.877052 -2.391678 -0.333025 -0.01 0.02 -0.01 -0.10
C -3.535956 -3.426604 0.316761 0.00 -0.01 0.01 -0.10
C -2.856968 -4.214364 1.236208 0.00 0.00 0.00 -0.10
H -0.987843 -4.579530 2.225697 0.01 -0.01 0.00 0.10
H 0.189529 -2.746839 1.057755 0.00 0.02 0.01 0.10
H -1.018878 -1.345761 -0.576169 0.00 0.01 0.00 0.10
H -3.408551 -1.778516 -1.049639 0.00 -0.01 -0.01 0.10
H -4.580116 -3.618682 0.104425 -0.01 0.01 0.00 0.10
H -3.372222 -5.019967 1.743472 0.00 0.00 0.00 0.10
C -5.700669 -2.902670 -5.304658 0.00 0.00 0.02 -0.09
C -4.334753 -2.690863 -5.433220 0.00 0.01 -0.03 -0.10
C -3.458039 -3.224312 -4.498508 0.00 0.01 0.01 -0.09
C -3.947151 -3.967761 -3.433378 0.02 -0.01 0.02 -0.10
C -5.313539 -4.174739 -3.301716 0.00 0.01 0.00 -0.10
C -6.190470 -3.643603 -4.237663 0.00 0.01 0.01 -0.10
H -6.383975 -2.489795 -6.035889 0.00 0.00 0.00 0.10
H -3.951975 -2.108867 -6.261662 0.01 -0.01 -0.01 0.09
H -2.392817 -3.058966 -4.599975 0.00 0.00 -0.01 0.10
H -3.263945 -4.382648 -2.703483 0.00 0.01 0.01 0.10
H -5.695197 -4.750977 -2.468293 0.00 -0.01 0.00 0.10
H -7.255687 -3.806535 -4.135404 0.00 0.00 0.00 0.10
C -1.516798 1.090531 -5.876240 0.00 -0.01 -0.01 -0.09
C -1.098106 1.721552 -7.039644 0.00 0.00 0.00 -0.10
C -1.988096 1.905151 -8.088637 0.00 0.00 0.00 -0.10
C -3.296593 1.455734 -7.975547 0.00 -0.01 0.00 -0.10
C -3.713533 0.819943 -6.814393 0.00 0.00 0.00 -0.10
C -2.824045 0.637810 -5.764379 0.01 0.00 0.03 -0.10
H -0.823875 0.951287 -5.056395 0.00 0.00 0.00 0.10
H -0.077493 2.070624 -7.128725 0.00 0.01 0.00 0.10
H -1.662055 2.398966 -8.994862 0.00 0.00 0.00 0.10
H -3.991353 1.601138 -8.792683 0.00 0.00 -0.01 0.10
H -4.733046 0.465829 -6.726076 -0.01 0.01 0.01 0.10
H -3.150708 0.141625 -4.859194 -0.01 -0.01 0.00 0.10
```
Positions in Å, forces in eV/Å.

---

2.
The following is a DFT calculation (wB97M-V/def2-TZVPD) of a 2-piece molecular cluster, C16H19O overall in a non-equilibrium geometry.

Properties
Total charge ... +1
HOMO ... -12.84 eV
LUMO level ... -6.01 eV

```
36
Properties=species:S:1:pos:R:3:forces:R:3:lowdin_charge:R:1
C -0.818080 1.862974 4.865828 -0.20 0.11 0.02 -0.02
C -0.624937 1.075094 3.608315 0.12 -0.24 -0.02 -0.22
C 0.447336 0.175635 3.504248 0.12 -0.42 -0.16 -0.01
C 0.638681 -0.561505 2.350914 0.15 0.19 -0.13 0.02
C -0.207321 -0.398271 1.206978 0.33 0.47 0.00 -0.20
C 0.116837 -1.162535 0.045461 -1.13 -0.93 0.68 0.08
C -0.686152 -1.554296 -1.064217 -0.05 -0.32 -0.46 -0.18
C -0.089998 -2.452057 -2.007622 0.06 0.36 0.02 0.01
C -0.726699 -2.793070 -3.190406 -0.08 -0.14 0.05 -0.04
C -1.987289 -2.253003 -3.489612 0.44 0.13 0.41 -0.01
C -2.623722 -1.422684 -2.554927 -0.08 0.00 0.46 -0.03
C -2.033130 -1.154619 -1.321317 0.19 0.15 -0.37 0.02
C -1.262685 0.557089 1.314398 -0.05 -0.13 0.28 0.02
C -1.490033 1.219803 2.514832 -0.22 -0.08 -0.55 0.00
H -1.747318 2.435787 4.826139 0.14 -0.06 0.07 0.09
H -0.841340 1.212919 5.747323 0.01 0.03 -0.18 0.10
H 0.011109 2.564639 5.012244 -0.08 -0.10 -0.08 0.10
H 1.114132 0.045178 4.360302 -0.19 0.00 -0.33 0.13
H 1.447573 -1.292655 2.292480 -0.17 0.25 0.07 0.13
H 1.087192 -1.668081 0.092681 -0.18 0.20 -0.06 0.14
H 0.889176 -2.872153 -1.770905 -0.18 0.19 -0.19 0.13
H -0.253460 -3.490397 -3.885397 -0.14 0.27 0.26 0.12
H -2.480151 -2.503719 -4.429586 0.15 0.12 0.26 0.13
H -3.608810 -1.008665 -2.784719 0.30 -0.28 0.19 0.12
H -2.600164 -0.651150 -0.542308 0.09 -0.02 -0.40 0.11
H -1.871581 0.783431 0.440215 0.17 0.06 0.39 0.11
H -2.360423 1.872470 2.620315 0.40 -0.07 -0.19 0.13
C 3.012728 2.097967 -2.628150 -0.13 0.10 0.11 -0.08
C 2.480235 1.046182 -1.672735 0.45 -0.11 -0.09 -0.33
O 1.126578 1.326305 -1.359463 -0.52 -0.10 0.36 -0.08
H 4.029503 1.853675 -2.935781 -0.01 -0.05 0.02 0.08
H 2.391910 2.175336 -3.523826 0.01 -0.09 0.10 0.08
H 3.033726 3.078104 -2.144666 -0.04 -0.10 -0.04 0.08
H 2.537677 0.048196 -2.133962 0.16 0.10 0.05 0.11
H 3.076886 1.049797 -0.746930 0.00 -0.09 -0.22 0.12
H 0.872017 0.758278 -0.616143 0.17 0.57 -0.34 0.03
```
Positions in Å, forces in eV/Å.

---

3.
The following is a DFT calculation (wB97M-V/def2-TZVPD) of one molecule with the formula C3H7N3S2 in a non-equilibrium geometry.

Properties
Total charge ... 0
HOMO ... -8.78 eV
LUMO level ... 0.24 eV
SMILES ... [H]/N=C\N(S)CC(N)=S
Energy above the lowest of the compared OMol25 structures with the same formula, charge and spin ... 26.2 kcal per mole

```
15
Properties=species:S:1:pos:R:3:forces:R:3:lowdin_charge:R:1
H 2.044145 1.569377 1.799160 -0.90 0.32 -0.24 0.03
N 1.406044 2.124662 1.184673 1.89 -0.20 0.96 0.08
C 0.996899 1.452487 0.216526 -1.91 -0.37 -0.86 -0.39
N 0.950936 0.069512 -0.029415 -0.19 0.31 -0.40 -0.55
S 1.717641 -0.982467 0.996936 1.08 -0.67 0.22 0.83
C 0.156574 -0.461470 -1.154620 0.17 0.57 0.74 -0.25
C -1.253983 -0.924340 -0.772113 -0.01 -0.22 -0.58 -0.88
N -1.759745 -0.506817 0.410867 1.12 1.08 0.00 0.09
S -2.086642 -1.900169 -1.806043 0.23 0.31 0.27 0.65
H 0.391768 1.979809 -0.527128 0.13 -0.03 -0.16 0.12
H 0.763128 -1.318389 1.871595 -0.46 0.15 0.09 -0.13
H 0.668417 -1.293219 -1.625376 0.09 -0.07 0.05 0.10
H 0.106041 0.346627 -1.895030 -0.33 -0.24 0.04 0.12
H -2.742721 -0.460702 0.450814 -1.27 -0.53 0.10 0.08
H -1.358501 0.305099 0.879154 0.36 -0.41 -0.24 0.10
```
Positions in Å, forces in eV/Å.